1.
Entry from OMol25: a molecular structure, C27H44BrCdNOP2S at a distorted geometry (ωB97M-V/def2-TZVPD).

ORCA input file:
```
! RIJCOSX wB97M-V def2-TZVPD def2/J DEFGRID3
* xyz 2 1
Cd 1.01 1.32 -1.11
Br 1.45 3.00 -2.98
S 0.67 3.52 0.42
P -1.25 0.24 -3.17
P -1.08 -0.30 0.75
O 0.89 4.61 -0.57
N -0.07 -5.77 3.28
C -3.89 -0.41 -3.96
C 0.90 -5.03 3.85
C 0.96 -5.31 1.14
C -2.83 -0.61 -2.88
C -0.18 -0.96 -4.11
C 3.63 -1.68 -0.38
C -0.70 4.00 1.50
C 1.90 3.55 1.71
C 1.90 -4.36 3.14
C 3.31 0.68 0.12
C -2.14 -2.99 1.35
C 3.32 -0.65 0.57
C -1.57 -2.04 0.31
C 0.02 -5.95 1.96
C -2.73 0.57 1.00
C -1.63 1.67 -4.26
C 1.90 -4.47 1.74
C 2.78 -3.72 0.89
C 4.00 -1.35 -1.71
C 3.44 -0.16 -2.26
C 3.39 -3.00 0.12
C 3.02 0.67 -1.23
C -1.44 -0.63 3.65
C -3.96 -0.20 1.47
C -0.83 -1.81 -5.19
C -0.46 -0.49 2.49
C -1.20 1.59 -5.73
H 0.91 -5.41 0.07
H -2.06 -1.53 3.58
H 0.24 -1.34 2.48
H -4.81 0.50 1.48
H -0.70 -6.64 1.50
H -0.50 5.05 1.78
H -1.58 -2.48 -4.76
H -4.78 -0.98 -3.66
H -0.71 3.35 2.38
H -4.23 -1.04 0.82
H -3.21 -0.19 -1.93
H -2.53 1.41 1.68
H -1.35 2.58 -6.17
H 1.90 4.56 2.13
H 0.69 -0.39 -4.49
H 2.57 -3.69 3.66
H -0.05 -2.44 -5.65
H -2.64 -1.68 -2.71
H 0.87 -4.99 4.94
H -1.65 3.92 0.96
H -3.10 -2.67 1.77
H -0.13 1.34 -5.81
H 3.31 -0.01 -3.36
H -0.63 -2.47 -0.07
H 3.31 1.56 0.77
H -0.87 -0.70 4.59
H 2.89 3.33 1.31
H -2.12 0.23 3.75
H -1.79 0.86 -6.31
H -1.32 -1.23 -5.99
H 4.62 -2.00 -2.35
H 1.62 2.83 2.49
H -4.17 0.65 -4.04
H 0.22 -1.63 -3.33
H -1.06 2.50 -3.82
H -2.25 -1.97 -0.55
H -2.31 -3.97 0.89
H -2.70 1.89 -4.18
H -2.94 0.99 0.00
H -3.56 -0.76 -4.95
H 0.16 0.42 2.66
H 3.13 -0.84 1.65
H -1.45 -3.16 2.19
H -3.85 -0.59 2.49
*
```

Max |F| in eV/A: 2.66
Relative energy (zero: lowest compared OMol25 entry of this formula, charge and spin) in kcal/mol: 79.1
LUMO level (alpha / beta) in eV: -7.39 / -9.53



2.
Entry from OMol25: 15 unconnected molecules or ions with the total composition C29H87BrF9N3O19P3S at a distorted geometry (ωB97M-V/def2-TZVPD).

ORCA input file:
```
! RIJCOSX wB97M-V def2-TZVPD def2/J DEFGRID3
* xyz 1 1
Br -5.65 -1.08 -0.21
S 0.65 2.68 -2.95
P 1.83 -2.35 0.60
P -4.01 -2.41 0.42
P 0.42 -3.66 -2.20
F 1.69 0.88 -1.35
F -0.64 2.66 -0.20
F 1.25 1.42 -3.70
F 0.06 3.98 -2.25
F -0.13 3.08 -4.27
F 1.89 3.53 -3.44
F 1.11 3.86 0.30
F 2.67 2.77 -1.24
F -0.62 1.82 -2.51
O -3.70 -1.79 1.88
O -6.16 0.70 -3.36
O -3.50 3.21 -2.43
O -0.49 6.00 2.42
O 7.50 -1.89 0.96
O 1.98 -3.49 -2.20
O -3.89 -2.39 -2.36
O 2.99 -5.66 5.70
O 3.33 -3.04 4.67
O -6.50 -4.95 -5.99
O -4.63 -1.96 -3.50
O 0.09 -3.39 -3.75
O 4.32 7.18 3.39
O -2.62 -5.06 5.93
O -7.79 -1.90 2.63
O 3.63 5.10 0.78
O 3.97 2.99 -9.79
O -1.03 -1.95 3.49
O 5.39 2.08 -5.91
N -0.13 -4.97 -1.58
N -2.72 1.34 -1.13
N -2.62 -1.44 -0.46
C 1.48 2.19 -1.30
C -1.63 -1.08 4.45
C -0.32 -2.19 -1.34
C -2.73 0.87 0.27
C -0.40 -0.32 0.22
C 0.69 6.78 2.19
C -5.48 1.90 -3.71
C 2.99 -1.08 1.22
C 4.03 1.98 -5.50
C 4.17 -2.01 5.17
C 8.14 -0.68 0.59
C -1.92 -0.42 0.42
C 0.10 0.50 1.42
C 1.73 -6.32 5.57
C 1.54 -3.50 1.98
C -3.14 4.46 -3.05
C -2.46 -3.97 6.83
C -1.83 -2.45 -1.29
C -7.09 -3.81 -5.37
C 4.85 5.81 0.53
C 2.75 3.31 -9.13
C 3.62 7.94 4.38
C 1.03 1.70 1.19
C 4.31 -1.80 1.52
C 0.11 -1.79 0.09
C 0.70 2.59 0.01
C 1.57 -4.98 1.54
C -8.18 -0.59 3.01
C -2.51 -2.52 -2.66
H 1.19 -6.32 6.51
H -3.31 -5.63 6.27
H -3.05 4.34 -4.13
H -4.46 1.93 -3.31
H 5.20 -2.36 5.30
H -4.08 -2.35 2.57
H -2.17 -4.30 7.83
H -8.22 -2.11 1.80
H 3.52 -6.13 6.35
H 0.94 2.35 2.06
H -2.80 2.58 -2.64
H -0.55 -2.36 0.77
H 3.80 -1.61 6.12
H 0.59 -3.28 2.47
H -0.76 0.89 1.97
H -3.16 -0.90 -1.13
H -2.34 1.63 0.94
H 3.13 8.81 3.93
H 2.90 4.06 -8.35
H -7.70 -0.37 3.96
H -2.31 -3.50 -3.10
H 8.94 -0.42 1.29
H 4.20 -2.53 2.33
H 1.50 6.16 1.81
H 3.74 0.94 -5.59
H -9.26 -0.51 3.15
H 2.32 -3.33 2.72
H 0.49 7.59 1.48
H 8.16 -2.60 0.92
H -6.04 2.73 -3.28
H -2.85 2.35 -1.16
H 1.16 -5.77 4.83
H 4.65 -2.34 0.63
H -1.94 -3.43 -0.81
H -8.17 -3.93 -5.24
H 0.59 -0.18 2.13
H -6.64 -3.72 -4.39
H -4.48 -2.64 -4.19
H 5.18 6.23 1.47
H 4.17 -1.20 4.44
H -5.44 2.04 -4.79
H -3.38 -3.38 6.90
H 2.00 -5.60 2.33
H -0.14 -1.32 -1.99
H -0.75 5.62 1.58
H 3.18 -0.33 0.46
H -5.68 -0.04 -3.73
H 4.58 2.63 -9.14
H -0.59 -3.99 -4.08
H -1.69 -2.14 2.82
H -3.55 0.99 -1.61
H 2.32 -2.62 -1.96
H -0.25 0.22 -0.72
H -1.93 -0.13 4.00
H 3.67 6.88 2.75
H 4.68 6.62 -0.19
H 2.88 7.32 4.89
H -1.67 -3.34 6.43
H -2.20 4.83 -2.64
H 3.33 4.73 -0.05
H 2.08 1.44 1.13
H -3.92 5.18 -2.84
H 4.36 8.29 5.10
H 2.29 2.41 -8.70
H 5.67 3.00 -5.84
H 7.38 0.10 0.64
H 0.57 -5.35 1.29
H 5.63 5.15 0.14
H 1.86 -7.35 5.23
H -0.60 -5.62 -2.20
H 2.67 -0.57 2.13
H 5.09 -1.09 1.79
H -7.86 0.16 2.28
H -2.18 -1.72 -3.32
H -0.89 -0.89 5.21
H -3.75 0.68 0.60
H 8.54 -0.72 -0.42
H 3.31 -3.77 5.32
H -6.90 -2.90 -5.94
H -2.01 -0.72 1.47
H 2.07 3.71 -9.88
H 3.91 2.31 -4.47
H 0.98 7.21 3.14
H 2.16 -5.11 0.63
H 3.40 2.59 -6.15
H -6.89 -5.06 -6.86
H -2.50 -1.56 4.90
*
```

Max |F| in eV/A: 2.08
LUMO level in eV: -2.55



3.
Entry from OMol25: 2 unconnected molecules or ions with the total composition C4H8O2 at a distorted geometry (ωB97M-V/def2-TZVPD).

ORCA input file:
```
! RIJCOSX wB97M-V def2-TZVPD def2/J DEFGRID3
* xyz 0 1
O -0.44 -2.09 -2.58
O 0.23 0.58 -0.69
C -0.30 2.39 1.38
C 0.40 -1.38 0.80
C 0.20 -0.03 0.59
C 0.06 1.11 1.62
H -0.16 -1.98 -3.54
H -0.44 3.12 2.34
H -1.25 -1.58 -2.56
H 0.28 2.86 0.55
H 0.25 -2.01 0.00
H 0.30 -1.59 1.86
H 0.31 0.01 -1.44
H 0.19 0.72 2.68
*
```

Max |F| in eV/A: 5.75
Relative energy (zero: lowest compared OMol25 entry of this formula, charge and spin) in kcal/mol: 78.3
LUMO level in eV: 0.47
Structure (SMILES): C=CC(=C)O.O



4.
Entry from OMol25: a molecular structure, C42H50N4O26S3 at a distorted geometry (ωB97M-V/def2-TZVPD).

ORCA input file:
```
! RIJCOSX wB97M-V def2-TZVPD def2/J DEFGRID3
* xyz 0 1
S 32.53 37.58 27.49
S 40.86 34.69 22.59
S 41.03 27.61 26.51
O 40.34 44.46 26.97
O 41.40 34.40 31.18
O 32.45 37.42 26.06
O 47.38 35.76 17.36
O 49.44 35.27 16.39
O 33.47 38.83 27.85
O 39.38 34.46 23.30
O 40.89 34.60 21.13
O 31.26 30.50 21.05
O 40.10 28.62 26.90
O 41.79 33.90 23.37
O 42.35 27.52 27.54
O 32.95 36.42 28.27
O 40.04 36.17 31.37
O 41.82 45.39 28.14
O 40.82 42.31 19.77
O 41.31 27.35 25.10
O 40.51 26.11 27.10
O 32.73 29.24 20.00
O 50.33 26.94 25.20
O 38.85 41.51 20.22
O 40.67 31.03 15.21
O 48.97 27.47 23.64
O 41.96 30.16 16.67
O 40.81 36.17 23.22
O 31.24 38.32 28.15
N 41.78 30.67 15.59
N 49.62 27.73 24.63
N 39.82 41.68 19.49
N 40.78 45.40 27.49
C 34.08 29.34 19.52
C 39.56 40.79 15.41
C 42.88 30.87 14.70
C 42.72 33.91 31.46
C 48.26 31.16 25.13
C 49.23 29.02 25.24
C 38.70 40.12 16.25
C 33.63 30.97 21.27
C 39.38 48.60 28.84
C 38.73 40.47 17.58
C 40.61 41.92 17.21
C 48.78 31.42 26.36
C 46.23 36.59 16.99
C 44.77 30.93 12.65
C 42.94 34.58 32.87
C 40.10 47.43 28.74
C 38.34 48.12 26.64
C 45.21 30.49 13.93
C 42.53 26.30 28.27
C 46.89 37.71 16.36
C 40.50 41.70 15.90
C 39.94 46.56 27.64
C 49.68 29.30 26.59
C 38.42 48.89 27.81
C 31.61 39.22 29.20
C 48.42 29.92 24.55
C 39.08 46.91 26.59
C 33.07 39.20 29.15
C 48.15 37.21 15.58
C 41.17 25.65 28.19
C 32.40 30.19 20.85
C 48.45 35.96 16.45
C 39.75 41.36 18.08
C 42.04 35.88 32.80
C 43.55 31.58 12.50
C 41.04 35.57 31.74
C 44.19 30.38 14.92
C 40.17 36.30 24.46
C 42.61 31.49 13.52
C 34.68 30.45 20.30
C 49.60 30.60 27.05
C 39.14 35.24 24.49
H 43.26 25.58 27.89
H 33.50 38.48 29.85
H 42.63 36.78 32.61
H 50.17 28.56 27.21
H 42.95 26.35 29.28
H 34.89 31.14 19.49
H 37.76 49.72 28.02
H 40.60 25.87 29.10
H 38.20 35.79 24.51
H 45.53 36.09 16.32
H 41.17 24.56 28.27
H 34.01 29.68 18.49
H 44.39 29.89 15.86
H 43.37 32.02 11.52
H 42.64 33.82 33.60
H 34.66 28.44 19.73
H 48.04 29.76 23.55
H 37.66 48.42 25.86
H 46.21 30.12 14.12
H 45.55 30.89 11.90
H 39.08 46.30 25.70
H 39.63 37.24 24.56
H 49.05 37.81 15.69
H 47.86 31.95 24.51
H 41.67 32.00 13.35
H 31.15 38.99 30.16
H 46.12 38.19 15.75
H 35.69 30.25 20.66
H 41.52 42.40 17.55
H 50.12 30.88 27.96
H 45.79 36.87 17.94
H 33.26 31.97 21.07
H 40.75 47.13 29.56
H 47.84 36.94 14.57
H 38.12 39.87 18.24
H 42.77 32.82 31.45
H 39.15 34.65 25.41
H 47.13 38.34 17.21
H 44.00 34.73 33.06
H 40.89 36.18 25.27
H 38.10 39.37 15.75
H 43.57 34.08 30.80
H 31.09 40.15 28.97
H 39.26 49.24 29.71
H 41.28 42.06 15.25
H 33.56 40.12 29.49
H 33.78 30.86 22.35
H 39.83 40.28 14.50
H 41.39 35.96 33.67
H 48.60 32.43 26.70
*
```

Max |F| in eV/A: 4.48
LUMO level in eV: -0.64



5.
Entry from OMol25: a molecular structure, C29H27AsN3O12PtS2 at a distorted geometry (ωB97M-V/def2-TZVPD).

ORCA input file:
```
! RIJCOSX wB97M-V def2-TZVPD def2/J DEFGRID3
* xyz -1 1
Pt -0.15 0.41 0.47
As 2.81 3.73 1.34
S 0.29 2.59 2.58
S 3.53 -1.85 1.54
O 0.74 -2.85 -0.08
O -5.75 0.33 5.68
O 0.48 -4.97 0.61
O 3.02 5.29 1.81
O -7.43 0.35 4.25
O -0.59 3.16 3.56
O 4.56 -0.97 2.03
O 0.06 1.10 2.48
O 3.85 -3.25 1.43
O 1.84 0.88 0.46
O 1.71 2.92 2.85
O 3.96 2.14 -1.51
N -2.25 0.36 0.32
N 2.24 -1.73 2.53
N -0.34 -0.14 -1.42
C 0.37 -1.02 -3.50
C -2.59 0.28 -0.93
C -0.42 4.71 -1.33
C -1.52 4.19 -0.65
C 3.64 -1.89 -1.11
C -5.54 0.64 2.06
C 0.60 -0.68 -2.18
C 3.00 0.34 -0.12
C 0.86 4.58 -0.81
C -1.89 -0.31 -3.23
C 3.71 0.03 -2.62
C 1.52 -2.94 2.96
C -6.10 0.39 4.53
C -0.05 3.35 1.02
C -3.79 0.44 3.67
C -0.89 -0.80 -4.05
C -5.16 0.49 3.39
C 4.01 0.68 -3.95
C -1.34 3.53 0.55
C 0.49 -3.75 0.78
C -3.23 0.49 1.32
C -2.85 0.45 2.66
C -1.60 -0.03 -1.90
C 3.22 -1.17 -0.08
C 3.19 0.95 -1.55
C -4.60 0.65 1.05
C 0.21 -3.25 2.24
C 1.06 3.90 0.39
C 3.85 -1.28 -2.42
H 5.08 0.88 -4.04
H 4.18 -1.93 -3.23
H -4.96 0.79 0.04
H -2.90 -0.17 -3.59
H -3.62 0.37 -1.24
H 3.83 0.73 0.50
H -0.57 5.24 -2.26
H -1.80 0.45 2.91
H 2.20 1.30 -1.86
H 4.82 1.94 -1.12
H 3.72 0.04 -4.78
H 1.68 -0.90 2.37
H -2.18 3.17 1.13
H 1.54 -0.87 -1.70
H -0.31 -4.05 2.76
H 1.32 -2.81 4.03
H -0.42 -2.35 2.20
H -2.52 4.32 -1.05
H 1.17 -1.45 -4.09
H -6.58 0.78 1.77
H 3.87 -2.94 -0.97
H 3.49 1.64 -4.02
H 1.71 5.04 -1.30
H -1.08 -1.03 -5.09
H 2.21 -3.77 2.83
H -3.48 0.37 4.70
H -7.58 0.38 3.30
*
```

Max |F| in eV/A: 1.66
Relative energy (zero: lowest compared OMol25 entry of this formula, charge and spin) in kcal/mol: 100.3
LUMO level in eV: -0.45



6.
Entry from OMol25: 2 unconnected molecules or ions with the total composition H2N2O3 at a distorted geometry (ωB97M-V/def2-TZVPD).

ORCA input file:
```
! RIJCOSX wB97M-V def2-TZVPD def2/J DEFGRID3
* xyz 0 1
O 0.03 0.16 -2.04
O 0.41 1.17 -0.02
O 0.05 -0.72 1.23
N -0.55 -0.68 -1.51
N -0.50 0.27 0.45
H -0.47 -1.56 1.17
H 1.02 1.35 0.70
*
```

Max |F| in eV/A: 3.91
Relative energy (zero: lowest compared OMol25 entry of this formula, charge and spin) in kcal/mol: 51.9
LUMO level (alpha / beta) in eV: -0.31 / -0.30